# 1
ORCA calculation (the ωB97M-V functional and the def2-TZVPD basis) on one molecule with the formula C7H8.

Computed properties:
**F_max**: 0.017 Eh/bohr
**Energy above the lowest of the compared OMol25 structures with the same formula, charge and spin**: 4.784 eV
**LUMO**: 1.24 eV
**Structure (SMILES)**: C[C@@]12[C@@H]3[C@H]4[C@@H]3[C@@H]1[C@H]42
**Orbital gap**: 9.67 eV
**DFT total energy**: -271.35564 a.u.

Structure (XYZ):
```
15
Properties=species:S:1:pos:R:3:forces:R:3:mulliken_charge:R:1
C 0.2587 1.1027 0.5045 0.0 0.2 0.6 -0.4723
C -0.1176 -0.3845 0.3477 -0.2 -0.2 0.2 0.4964
C -0.3490 -1.4635 1.3464 -0.1 -0.1 0.0 -1.3313
C 1.0432 1.0451 -0.7827 0.0 -0.2 0.3 -0.5809
C 0.6384 -0.4476 -0.9597 0.3 0.0 0.0 -0.4143
C -0.8247 -0.0388 -0.9456 -0.2 -0.1 -0.3 -0.4731
C -0.4127 1.4515 -0.7931 -0.1 0.3 -0.1 -0.4373
H -0.8575 2.3892 -1.1021 0.0 -0.2 0.0 0.4361
H 1.9593 1.5901 -0.8191 0.4 0.3 -0.8 0.4612
H -1.1803 -1.2166 2.0137 0.0 -0.1 0.0 0.3137
H -0.5857 -2.3987 0.8293 0.0 0.0 0.1 0.3237
H -1.6913 -0.5082 -1.3956 0.2 0.0 0.0 0.4615
H 0.4351 1.7446 1.3604 0.1 -0.2 -0.1 0.4615
H 1.1095 -1.3017 -1.4406 -0.1 0.2 0.1 0.4505
H 0.5441 -1.6358 1.9607 -0.1 0.0 -0.1 0.3047
```
Positions in Å, forces in eV/Å.



# 2
ORCA calculation (the ωB97M-V functional and the def2-TZVPD basis) on a 13-piece molecular cluster, C18H61N12O13 overall at a distorted geometry.

Computed properties:
**F_max**: 0.161 Eh/bohr
**LUMO**: 1.88 eV
**Orbital gap**: 8.90 eV
**Total charge**: -1
**DFT total energy**: -2357.73967 a.u.

Structure (XYZ):
```
104
Properties=species:S:1:pos:R:3:forces:R:3:mulliken_charge:R:1
O -3.9112 -31.7693 -20.8529 -2.5 0.5 -0.1 -0.7418
O 4.8485 -28.7409 -23.9254 0.2 -1.2 -0.8 -0.5190
O 0.6448 -31.0809 -26.2506 0.2 0.9 -3.4 -0.7698
O -0.2667 -35.0031 -21.9368 -1.2 -2.0 -1.1 0.0968
O 5.8472 -35.1464 -18.8221 -0.8 -1.8 -0.6 -0.5738
O 4.6667 -29.4173 -18.8054 -0.1 0.3 -0.5 -0.3479
O -2.7716 -34.6726 -23.7269 -1.0 0.6 0.6 -0.6203
O 1.8827 -28.0711 -22.2540 1.1 1.8 0.3 -0.7534
O 2.9209 -32.6076 -17.1722 0.8 -0.4 1.5 -0.7018
O -3.4432 -35.7435 -18.5178 -1.3 -1.4 0.8 -0.7776
O 3.4489 -34.0842 -22.9396 1.2 0.4 1.3 -0.0466
O 4.0296 -36.7131 -26.9143 -1.1 0.7 0.6 -0.7414
O 1.1288 -32.7840 -21.6549 0.8 0.4 0.0 0.6564
N -2.9351 -36.6274 -20.4902 -1.7 -5.0 -6.3 -0.2962
N -1.9329 -32.1471 -19.9832 1.2 -0.1 5.0 -0.1545
N 2.1986 -31.5126 -19.0097 0.8 4.3 -0.4 -0.1059
N 4.6724 -36.3480 -24.8607 3.8 -1.5 4.7 -0.3093
N 2.0251 -33.5638 -19.0458 -0.6 -4.8 -0.3 0.2294
N -1.5633 -35.3530 -19.4787 4.0 1.5 1.5 -0.2716
N -0.1948 -30.8207 -24.2483 -3.0 2.2 2.6 0.0971
N 2.5932 -30.2025 -22.1117 3.9 -1.6 -0.2 0.7859
N -2.0559 -32.0934 -22.0760 1.5 -0.3 -5.3 0.0623
N 3.1054 -35.1003 -25.5365 -3.4 1.7 -1.3 -0.1990
N 0.6180 -29.7055 -21.5167 -4.7 -0.8 2.2 -0.0671
N 1.3054 -32.3302 -24.5761 2.3 -2.7 0.7 0.2677
C 5.9314 -29.3155 -21.9153 0.9 -0.9 1.6 -0.6898
C 5.5799 -32.9143 -23.0205 -0.6 -0.3 0.7 -1.6061
C -1.9794 -34.5546 -24.9034 -0.6 0.0 0.8 0.4098
C 4.4621 -26.8945 -18.8187 0.4 -0.5 0.0 -1.1120
C 0.5301 -36.1895 -22.1723 -0.5 1.0 -0.5 -0.4131
C 1.4872 -36.3467 -21.0770 0.8 -1.3 0.5 -0.9089
C -2.7432 -31.9852 -20.9732 -0.4 -0.1 -0.9 0.4659
C 4.6392 -28.2210 -18.0252 -0.2 0.6 0.3 -0.2916
C 6.2214 -33.7329 -16.9664 -0.3 -0.2 -0.1 -1.2955
C 0.6094 -31.3719 -25.0930 -0.2 0.1 -1.6 0.3896
C 3.8948 -36.1101 -25.8292 -0.1 -0.8 -5.1 0.4916
C 6.1501 -28.9252 -23.3111 -1.9 1.6 -1.4 -0.4890
C 1.7540 -29.2232 -21.8951 -0.1 1.0 -2.3 0.5851
C 2.4554 -32.5936 -18.2789 -0.6 0.7 -0.4 0.3581
C -2.6737 -36.0397 -19.4315 -1.2 5.3 5.2 0.5081
C -2.7202 -33.7252 -25.9640 1.0 -0.4 0.2 -1.1906
C 6.0762 -33.8331 -18.4863 1.1 1.4 0.3 0.3689
C 4.4239 -33.4132 -22.0686 0.3 0.6 -2.3 1.1336
H -1.0672 -34.0418 -24.5984 0.4 -0.1 -0.5 -0.2165
H 1.0561 -36.2336 -23.1260 -0.1 0.7 -0.4 0.3394
H -2.5252 -32.2814 -22.9503 -0.2 0.1 0.2 0.1395
H 6.6104 -27.9518 -23.4802 0.8 -0.1 0.5 0.3504
H 2.8596 -30.7600 -18.8802 -0.3 0.4 -0.2 0.2147
H 6.9484 -33.5906 -19.0935 0.9 0.8 0.7 0.3578
H 0.9074 -36.5944 -20.1879 0.5 0.5 0.5 0.3185
H 5.9762 -35.1458 -19.7734 -0.2 -0.7 -0.1 0.3107
H -0.0790 -37.0932 -22.1909 -0.7 0.3 0.0 0.4684
H 5.3393 -33.1677 -18.9360 -0.7 0.2 0.6 -0.1352
H 6.8908 -29.2595 -21.4010 0.1 0.1 0.4 0.5028
H -0.2898 -31.2442 -23.3363 -0.4 0.6 -0.3 -0.2541
H 1.7643 -33.3205 -19.9907 -0.6 -0.9 0.3 -0.3689
H 6.6935 -29.6901 -23.8659 -0.2 0.1 -0.2 0.2590
H 3.8237 -28.3572 -17.3149 -0.1 0.2 0.0 0.2734
H 3.5241 -29.9571 -22.4173 -0.2 -0.3 -0.2 -0.3356
H 6.4395 -32.5355 -22.4677 0.0 -0.1 0.1 0.4757
H 5.6658 -30.3707 -21.8510 -0.2 -0.1 -0.1 -0.0524
H 1.7615 -31.6135 -19.9146 0.2 0.4 0.3 0.0205
H 3.5827 -26.8720 -19.4623 0.1 -0.3 -0.1 0.2649
H 0.5033 -30.7066 -21.4475 -0.2 0.1 0.0 -0.0401
H 2.0889 -32.6908 -21.4999 -0.8 -0.1 0.0 -1.4391
H 5.3256 -34.1553 -16.5111 -0.3 0.3 -0.1 0.3071
H -2.4781 -31.9240 -19.1627 1.1 -0.1 0.8 0.2135
H -0.9869 -35.2207 -20.2975 -0.3 0.1 -0.1 0.0948
H -1.8001 -35.6151 -25.0802 0.5 0.2 -1.3 0.3794
H -2.1447 -36.7141 -21.1129 -0.8 -0.2 -0.6 0.1933
H 5.3688 -26.6831 -19.3856 -0.1 -0.3 -0.4 0.2662
H 2.2144 -35.5384 -20.9999 -0.2 0.0 0.3 -0.1368
H 5.5589 -28.1669 -17.4426 0.1 0.1 0.1 0.3667
H 4.3816 -26.0022 -18.1980 -0.1 -0.3 0.6 0.3900
H -3.7089 -34.1086 -26.2165 0.1 0.0 0.1 0.3322
H -2.7665 -32.6870 -25.6352 -0.3 0.0 0.2 0.2305
H -0.9264 -32.1032 -20.0555 -0.3 0.1 0.4 0.1595
H 4.6918 -34.0267 -21.2083 0.3 -0.3 -0.3 -0.2739
H 1.3145 -32.3466 -23.5662 0.7 -0.9 0.1 0.0086
H 6.3629 -32.7283 -16.5678 -0.1 0.1 -0.3 0.3073
H 5.9044 -33.6788 -23.7263 0.0 -0.4 0.3 0.4260
H -2.1954 -34.5795 -22.9647 0.2 -0.2 0.2 0.2001
H 5.4640 -36.9483 -25.0426 -0.3 0.0 0.6 0.1995
H 1.8128 -34.4708 -18.6556 0.1 0.1 -0.2 0.2238
H 2.6310 -33.7992 -22.5256 -1.1 -0.5 -0.4 -0.2266
H 1.9526 -32.7196 -25.2466 0.3 -0.1 0.8 0.0428
H -3.8880 -36.8294 -20.7573 0.4 -0.2 0.0 0.2161
H -2.0955 -33.6854 -26.8563 -0.1 -0.2 -0.2 0.3668
H 3.9127 -32.5377 -21.6682 0.3 0.2 0.2 -0.3871
H -0.1955 -29.1342 -21.6956 0.1 -0.2 0.2 0.2896
H 5.1728 -28.7750 -21.3491 0.2 0.3 -0.2 0.3507
H 2.3119 -31.1633 -21.9789 0.1 0.6 -0.2 0.1557
H 4.3006 -36.0740 -23.9625 0.9 -0.3 0.3 0.2024
H 5.2428 -32.1065 -23.6701 -0.4 0.1 0.2 0.2711
H 2.2584 -35.0702 -26.0859 0.1 0.6 0.1 0.1005
H 3.2724 -34.4430 -24.7881 -0.1 -0.4 0.1 0.2455
H 4.3953 -27.9590 -23.6015 0.1 0.1 0.3 0.2903
H 2.0154 -37.2614 -21.3459 0.5 -0.1 0.3 0.5005
H -1.1290 -32.4932 -22.0420 -0.1 -0.1 0.1 -0.5622
H 5.5448 -29.8047 -18.7830 0.0 0.1 0.0 0.1959
H 7.0119 -34.3619 -16.5569 0.4 0.0 -0.5 0.3652
H -1.5825 -34.6489 -18.7549 0.5 -0.1 -0.2 0.2164
H -0.9148 -30.2374 -24.6502 0.1 -0.1 0.5 0.2440
H 0.2642 -34.2175 -21.7865 1.3 0.8 0.0 -0.1316
```
Positions in Å, forces in eV/Å.



# 3
ORCA calculation (the ωB97M-V functional and the def2-TZVPD basis) on a 2-piece molecular cluster, CH3Cl2NOS overall at a distorted geometry.

Computed properties:
**F_max**: 0.068 Eh/bohr
**Energy above the lowest of the compared OMol25 structures with the same formula, charge and spin**: 1.865 eV
**LUMO (alpha / beta)**: -1.24 / -0.25 eV
**Orbital gap (alpha / beta)**: 7.42 / 8.65 eV
**DFT total energy**: -1488.31142 a.u.

Structure (XYZ):
```
9
Properties=species:S:1:pos:R:3:forces:R:3:mulliken_charge:R:1
Cl 1.5933 0.6720 1.6415 0.0 -0.1 0.1 -0.0567
Cl 0.8596 -1.2853 -2.6355 0.9 0.5 -1.3 -0.1186
S -1.1273 1.0914 0.6296 2.1 1.3 -2.5 0.4310
O -1.8652 0.5704 1.7181 -1.8 -1.4 2.6 -0.3796
N 0.3212 1.7878 1.2524 -0.5 0.1 -0.6 -0.3117
C 0.0115 -1.4959 -1.2331 -2.0 -1.0 0.6 -0.5255
H 0.6045 -1.9181 -0.4313 -0.4 0.2 0.2 0.3352
H -1.0642 -1.7933 -1.4242 1.4 0.5 0.7 0.3128
H 0.6665 2.3708 0.4825 0.1 -0.1 0.3 0.3131
```
Positions in Å, forces in eV/Å.



# 4
ORCA calculation (the ωB97M-V functional and the def2-TZVPD basis) on one molecule with the formula CH5IN2 at a distorted geometry.

Computed properties:
**F_max**: 0.101 Eh/bohr
**Energy above the lowest of the compared OMol25 structures with the same formula, charge and spin**: 0.427 eV
**LUMO**: 0.26 eV
**Structure (SMILES)**: NNCI
**Orbital gap**: 9.44 eV
**DFT total energy**: -448.23711 a.u.

Structure (XYZ):
```
9
Properties=species:S:1:pos:R:3:forces:R:3:mulliken_charge:R:1
I -2.6801 0.0687 -0.0315 0.7 -0.3 -0.2 -0.0234
N 0.9312 1.1215 -0.0293 -1.5 0.7 0.4 -0.4388
N 0.3734 0.0569 0.6958 -2.1 -2.0 0.1 -0.3184
C -0.6222 -0.8439 -0.1548 1.5 5.0 -0.3 -0.6729
H 1.7266 0.8658 -0.5914 0.0 -0.5 0.0 0.2463
H 0.1712 1.4935 -0.6018 0.6 0.4 -0.2 0.2403
H -0.3686 -0.8511 -1.2678 -0.1 0.0 1.8 0.3087
H -0.1323 0.4107 1.6013 1.3 -0.8 -2.6 0.2974
H -0.7533 -1.7499 0.2909 -0.2 -2.5 1.0 0.3607
```
Positions in Å, forces in eV/Å.



Question: F_max of number 1 (C7H8)?
Answer: 0.017 Eh/bohr



Question: What is the F_max in the first record?
Answer: 0.017 Eh/bohr



Question: Which value of DFT total energy does entry 2 give?
Answer: -2357.73967 a.u.



Question: DFT total energy of number 1 (C7H8)?
Answer: -271.35564 a.u.